[1]
22
Properties=species:S:1:pos:R:3:forces:R:3 method="wB97M-V/def2-TZVPD" e_above_lowest_kj_mol=119.13 smiles="[H]/P=N/C.CC=C(C)C" largest_force_ev_per_a=3.88
H 1.4860 0.5267 -1.9475 -0.510 0.040 -1.766
P 2.1328 1.0921 -0.8963 0.218 -0.601 1.395
N 2.0235 -0.2980 -0.1304 0.134 0.892 -0.536
C 2.4231 -0.4070 1.2169 -1.143 -1.198 2.170
H 3.2535 -1.1179 1.2770 0.340 0.443 0.088
H 2.5904 0.5590 1.7570 0.205 -0.740 -0.285
H 1.6154 -1.0202 1.8169 1.129 1.334 -1.060
C -0.5944 -1.4962 -1.5904 1.079 -0.416 1.366
C -0.7471 -0.9119 -0.1959 -1.096 2.449 0.101
C -1.2448 0.2867 0.2338 0.385 -2.206 -3.172
C -1.6193 1.3175 -0.8400 0.530 0.802 -0.003
C -1.1488 0.7408 1.6223 -0.339 -2.614 1.861
H -0.6542 -2.5674 -1.3559 -0.265 -0.014 -0.736
H -1.3492 -1.2109 -2.3330 0.487 0.032 0.175
H 0.5005 -1.3728 -1.8744 -1.434 0.140 -0.160
H -0.2854 -1.4633 0.5776 0.320 -0.978 0.674
H -2.6698 1.5559 -1.1508 0.533 -0.853 0.610
H -1.2961 2.3110 -0.3887 0.133 -0.890 -1.059
H -1.0625 1.0068 -1.7861 -0.633 0.988 1.163
H -2.0394 1.3047 1.7964 -0.392 0.657 0.816
H -1.0550 -0.1335 2.4219 -0.463 1.630 -1.781
H -0.2590 1.2978 1.7696 0.783 1.105 0.141

[2]
15
Properties=species:S:1:pos:R:3:forces:R:3 method="wB97M-V/def2-TZVPD" e_above_lowest_kj_mol=101.23 charge=-1 largest_force_ev_per_a=1.42 spin_multiplicity=2
C -0.1546 0.5633 -1.5106 0.781 0.374 0.578
C -0.8866 -0.5224 -1.7821 -0.924 0.158 -1.067
C 1.8261 0.6993 -0.2674 0.138 0.182 0.041
N 0.4789 0.7948 -0.3169 -0.939 -0.693 0.601
H -0.0228 1.3550 -2.2628 0.329 -0.401 -0.496
H -1.3365 -1.1954 -1.0780 0.574 -0.306 0.524
H -1.2092 -0.6926 -2.8025 -0.323 0.336 -0.157
H 2.2848 0.6397 0.7101 0.140 0.255 0.015
H 2.4555 0.7504 -1.1519 0.031 -0.085 -0.124
H -1.6192 1.1581 2.1354 -0.010 -0.013 -0.412
H -0.4071 0.6335 1.2177 -0.004 0.624 -0.337
O -0.7478 0.7627 2.1475 0.170 -0.430 0.756
H -0.4126 -1.5447 1.8188 -0.121 0.127 -0.105
H 0.1852 -1.4524 0.4360 -0.114 0.024 0.002
O -0.3528 -2.0411 0.9926 0.271 -0.152 0.179

[3]
46
Properties=species:S:1:pos:R:3:forces:R:3 method="wB97M-V/def2-TZVPD" e_above_lowest_kj_mol=203.17 charge=+1 largest_force_ev_per_a=8.30
C 0.3089 0.5551 1.5961 2.127 0.726 -3.256
N -0.6646 1.1203 0.6664 -1.306 -0.336 0.784
C -1.4073 0.4105 -0.2152 0.824 -1.440 -0.218
N -2.3538 1.0176 -0.9150 0.868 3.411 2.117
N -1.0960 -0.9366 -0.3626 -0.105 0.948 -0.230
H -0.0430 -0.0369 2.3959 -0.718 -0.343 1.028
H 0.9423 1.4502 1.8993 -0.668 -1.493 -0.103
H 0.8675 -0.1079 0.8655 0.238 0.473 1.498
H -1.0279 1.9838 1.0594 -0.352 -0.270 -0.767
H -2.5382 1.9826 -0.5564 0.317 -1.051 -0.790
H -2.8704 0.7517 -1.7113 -0.008 -1.235 -0.437
H -1.0681 -1.4585 -1.2632 -0.339 0.917 1.230
H -0.8670 -1.3929 0.5141 0.210 -0.143 -0.701
H 2.5018 -3.3820 -2.3316 -2.877 0.552 0.315
H 1.3996 -3.4938 -1.2662 -0.410 -0.456 1.776
O 1.5024 -3.1891 -2.1449 3.173 0.046 -2.087
H 4.0563 -2.2446 1.4024 -0.424 0.270 0.426
H 4.0137 -0.8110 2.0060 -2.158 -3.324 -0.035
O 3.4692 -1.7393 1.9975 2.409 2.876 0.050
H -2.7516 -1.7165 3.6254 -0.349 0.069 0.188
H -1.5829 -2.1024 2.8222 2.102 -0.097 -0.025
O -2.5064 -2.1834 2.8251 -1.699 0.005 -0.159
H 0.7540 -1.6748 -3.4682 -0.053 2.208 -0.493
H 0.2367 -0.5998 -4.5271 0.168 -0.202 0.249
O 0.6993 -0.6772 -3.6803 -0.091 -2.013 0.478
H -4.2465 -0.8120 -2.1337 -4.178 1.099 -1.523
H -3.5061 -1.4782 -1.1556 0.783 -0.040 -0.123
O -3.3809 -1.0163 -2.0038 2.712 -1.910 1.094
H 2.3571 -4.1920 0.6768 6.502 -4.244 -2.123
H 1.9188 -3.0681 1.5957 1.202 1.189 1.183
O 1.7090 -3.7227 0.9722 -7.701 2.978 0.816
H -3.0552 2.3277 1.5178 0.912 1.838 -2.834
H -3.6757 1.8835 2.5429 -2.615 -0.466 2.920
O -2.9389 1.6079 2.0739 1.143 -1.991 0.615
H 1.1628 4.4244 0.1037 0.039 -0.605 -0.246
H 1.1707 3.0968 -0.7022 1.377 -0.577 -1.726
O 0.7868 3.5322 0.0260 -2.088 1.988 2.774
H 1.7702 2.3319 -2.4827 0.454 0.092 0.002
H 2.0946 1.5431 -1.2633 0.279 -0.780 0.311
O 2.2762 2.3913 -1.6536 -0.365 0.051 -1.143
H 4.3782 -1.0751 -0.8186 -0.973 1.631 1.048
H 3.0891 -0.3611 -0.2980 -2.132 -0.467 -0.263
O 4.0108 -0.3432 -0.2302 3.275 -0.998 -1.172
H -2.4181 4.0954 1.2385 -0.183 1.469 1.262
H -1.2951 3.7565 0.2405 1.163 0.495 -0.236
O -2.1825 3.5527 0.5208 -0.485 -0.850 -1.474

[4]
85
Properties=species:S:1:pos:R:3:forces:R:3 method="wB97M-V/def2-TZVPD" total_energy_ha=-2495.51038 charge=-1 largest_force_ev_per_a=2.03
C -1.6738 3.4828 -1.0595 -0.097 0.105 0.206
C -1.9483 2.4360 0.0183 -0.048 -0.154 -0.216
C -1.1192 1.1651 -0.1471 -0.517 0.166 -0.497
O 0.2522 1.3259 0.0505 -0.028 0.173 0.387
P 1.2674 0.5881 1.2652 1.522 -0.669 -1.163
C 1.9278 2.3018 1.8196 -0.620 0.399 0.146
C 1.1569 3.5549 1.4110 0.465 0.155 0.352
C 0.4423 -1.1211 1.0209 -0.220 0.154 0.133
C 0.2342 -1.6700 -0.3723 -0.274 -0.513 -0.367
C -0.3421 -3.1001 -0.3467 0.359 0.305 0.141
C -1.6794 -3.2412 0.3599 -0.172 0.036 0.108
C -2.7393 -2.2304 -0.0781 -0.226 -0.183 0.363
O -4.0509 -2.8037 -0.0688 0.057 -0.044 -0.285
C -4.6394 -2.7602 1.2018 -0.056 -0.061 0.157
C 2.6874 0.3115 0.0006 -0.220 0.300 0.213
C 2.7647 0.9430 -1.3947 0.400 -0.100 -0.389
C 1.7762 0.4579 -2.4535 -0.036 0.082 -0.064
C 2.8290 2.4728 -1.4428 -0.111 -0.152 -0.248
O 2.2799 -0.2472 2.4391 -0.116 0.288 -0.067
C 2.8478 0.2697 3.5902 0.120 -0.075 0.611
C 3.4616 -0.8600 4.4229 0.457 0.274 -0.247
C 4.7006 -0.3853 5.1926 -0.306 -0.206 0.075
P -0.4956 0.9387 2.9211 -0.984 0.272 0.337
P -0.5457 -0.5052 4.5154 0.020 0.183 -0.225
O 0.1999 -1.7584 4.4144 0.335 -0.338 0.037
O -0.2549 0.2495 5.9216 0.223 -0.144 0.016
O -2.1405 -0.8086 4.6705 -0.220 -0.008 0.183
H -0.8857 4.1733 -0.7731 0.255 -0.039 -0.019
H -2.5595 4.0902 -1.2500 -0.080 0.040 -0.030
H -1.3965 2.9922 -1.9909 0.065 0.015 -0.134
H -1.8511 2.8488 1.0200 0.049 0.040 0.119
H -2.9856 2.1041 -0.0852 -0.109 0.002 0.065
H -1.2929 0.8507 -1.1853 0.166 -0.018 -0.059
H -1.5977 0.3827 0.4429 0.374 -0.011 0.361
H 1.9199 2.3507 2.9052 0.103 -0.319 0.059
H 2.9699 2.4231 1.5324 0.125 -0.226 -0.169
H 1.1526 3.7439 0.3477 -0.224 -0.111 -0.228
H 0.1488 3.5397 1.8136 -0.271 -0.064 -0.209
H 1.6482 4.4140 1.8849 -0.005 0.069 -0.008
H -0.5356 -1.0836 1.5079 -0.058 -0.002 0.045
H 1.0061 -1.8438 1.6049 0.191 0.094 0.094
H 1.1612 -1.7485 -0.9339 0.244 0.172 0.052
H -0.4282 -1.0667 -0.9879 0.029 0.199 0.076
H -0.4042 -3.4588 -1.3770 -0.136 -0.067 -0.109
H 0.3849 -3.7299 0.1701 0.033 -0.194 -0.033
H -1.5181 -3.1484 1.4338 0.022 -0.037 0.110
H -2.0981 -4.2349 0.1968 0.025 -0.130 -0.099
H -2.7478 -1.3959 0.6265 0.109 0.296 -0.166
H -2.5629 -1.8505 -1.0797 0.011 -0.022 -0.116
H -5.4738 -3.4570 1.2154 -0.117 -0.055 -0.047
H -5.0176 -1.7597 1.4329 0.003 0.131 0.024
H -3.9456 -3.0507 1.9934 0.098 -0.049 0.058
H 3.5654 0.6632 0.5459 0.081 0.017 0.040
H 2.8624 -0.7612 -0.0852 -0.184 -0.159 -0.022
H 3.7357 0.6177 -1.7943 0.144 -0.044 0.170
H 0.7454 0.5274 -2.1305 -0.158 0.029 0.123
H 1.9788 -0.5687 -2.7571 -0.020 -0.155 0.040
H 1.8812 1.0865 -3.3419 0.029 -0.017 -0.122
H 1.8300 2.8868 -1.5598 -0.114 0.136 0.270
H 3.3944 2.7692 -2.3290 0.029 0.065 -0.083
H 3.3250 2.9097 -0.5819 -0.028 0.057 0.174
H 3.6379 1.0113 3.4010 0.095 0.008 -0.283
H 2.1120 0.7881 4.2216 -0.133 0.041 -0.017
H 2.7308 -1.2770 5.1064 -0.214 -0.150 -0.089
H 3.7652 -1.6216 3.7071 -0.117 -0.276 0.069
H 4.5752 0.6429 5.5301 0.055 0.114 0.079
H 5.5941 -0.4474 4.5750 0.101 0.167 -0.091
H 4.8694 -1.0043 6.0727 0.081 -0.034 0.095
H -0.2096 2.0737 3.7081 0.093 -0.078 0.301
H -1.0586 0.7074 6.1666 -0.205 0.268 0.265
H -2.5981 -0.2004 4.0802 -0.107 0.055 -0.163
O -1.6874 -0.6606 -3.0261 -0.131 0.046 0.057
C -1.6726 -0.8624 -4.2038 0.009 -0.131 -0.127
O -1.5991 0.1988 -5.0389 0.053 0.073 0.048
C -1.3976 0.0607 -6.4428 -0.014 -0.007 -0.133
C -2.6975 -0.1641 -7.1884 -0.054 -0.031 0.070
C -1.7884 -2.2586 -4.7737 0.247 -0.010 -0.070
H -0.6640 -0.7195 -6.6519 -0.018 -0.012 0.004
H -0.9502 1.0053 -6.7480 0.005 0.021 0.027
H -3.1742 -1.0985 -6.8918 0.031 -0.026 -0.022
H -2.5168 -0.1974 -8.2635 0.011 0.010 -0.008
H -3.3942 0.6464 -6.9760 0.012 0.025 -0.017
H -2.8448 -2.5183 -4.8335 -0.026 -0.003 0.003
H -1.3035 -2.9400 -4.0798 -0.079 0.015 0.090
H -1.3360 -2.3866 -5.7542 -0.083 0.023 -0.013